(a)
{
  "formula": "C4H6N2S2",
  "method": "ωB97M-V with the def2-TZVPD basis set",
  "orbital_gap_ev": 7.96,
  "species": ["C", "C", "C", "C", "H", "H", "H", "H", "H", "H", "N", "N", "S", "S"],
  "coordinates": [[-1.36982, 1.04781, -0.33764], [-0.58870, 2.12028, -0.00749], [0.27307, -0.76944, -0.19144], [2.43866, -0.85558, -0.00899], [-2.60608, -1.80020, 1.09267], [-2.41631, 1.31181, -0.74954], [-1.00981, 3.13274, 0.23674], [0.55757, 1.86387, 0.23148], [0.52910, -1.91809, -0.11867], [2.44448, -2.10499, 0.77150], [-1.12962, -0.32314, -0.28517], [1.31949, -0.05387, -0.06043], [-2.44541, -1.29061, -0.26159], [4.00338, -0.36059, -0.31144]],
  "lowdin_charge": [-0.304, 0.003, -0.174, -0.781, -0.070, 0.109, 0.065, 0.080, 0.133, 0.174, -0.555, -0.050, 0.789, 0.583]
}

(b)
{
  "formula": "C4H6N2S2",
  "method": "ωB97M-V with the def2-TZVPD basis set",
  "smiles": "[H]/N=C1/[C@@H](S)C=CN1S",
  "orbital_gap_ev": 9.05,
  "species": ["H", "N", "C", "C", "S", "C", "C", "N", "S", "H", "H", "H", "H", "H"],
  "coordinates": [[-1.39138, -2.10042, 0.28160], [-0.37138, -1.92322, 0.54727], [-0.14898, -0.63742, 0.64214], [1.24888, 0.21023, 0.73940], [2.47801, -0.45863, -0.58600], [0.87254, 1.56469, 0.26093], [-0.43663, 1.63186, 0.09395], [-1.10558, 0.27470, 0.34023], [-2.52752, 0.00057, -0.43429], [1.49622, 0.04545, 1.73388], [3.36874, 0.69392, -0.79077], [1.76463, 2.35132, 0.27635], [-1.13927, 2.44301, -0.31780], [-2.18291, -1.18075, -1.48967]],
  "lowdin_charge": [0.008, 0.096, -0.468, -0.493, 0.661, -0.192, -0.103, -0.535, 0.742, 0.075, -0.085, 0.152, 0.126, 0.015]
}

Tell me which of them is the least stable. Sure, it is (a).

(a)
{
  "formula": "C6H8",
  "method": "ωB97M-V with the def2-TZVPD basis set",
  "smiles": "C#CCC1CC1",
  "orbital_gap_ev": 11.10,
  "species": ["C", "C", "C", "C", "C", "C", "H", "H", "H", "H", "H", "H", "H", "H"],
  "coordinates": [[0.51908, 1.84994, 1.31870], [-0.47787, 1.40108, 0.81062], [-1.32903, 0.56788, -0.03667], [-0.42317, -0.46501, -0.77642], [0.29836, -1.51387, 0.03503], [1.07468, -0.40630, -0.61175], [1.40027, 2.25260, 1.76071], [-2.08803, 0.05233, 0.56798], [-1.87716, 1.20351, -0.74657], [-0.82571, -0.75482, -1.74583], [0.38772, -2.53689, -0.32842], [0.17643, -1.44700, 1.11464], [1.39330, 0.37930, 0.06519], [1.77112, -0.58276, -1.42722]],
  "lowdin_charge": [0.099, -0.148, -0.166, -0.270, -0.125, -0.138, 0.039, 0.115, 0.112, 0.128, 0.096, 0.103, 0.052, 0.101]
}

(b)
{
  "formula": "C6H8",
  "method": "ωB97M-V with the def2-TZVPD basis set",
  "smiles": "CC1C=CC=C1",
  "orbital_gap_ev": 9.66,
  "species": ["C", "C", "C", "C", "C", "C", "H", "H", "H", "H", "H", "H", "H", "H"],
  "coordinates": [[-1.28671, 1.16804, 0.01841], [-0.26950, 0.25486, -0.67458], [1.10639, 0.57865, -0.15989], [1.59714, -0.47195, 0.50930], [0.62788, -1.58009, 0.44354], [-0.45424, -1.17581, -0.23602], [-1.20639, 2.21669, -0.28650], [-2.32080, 0.84441, -0.15903], [-1.05161, 1.10533, 1.07104], [-0.30202, 0.33385, -1.77131], [1.54645, 1.56629, -0.25564], [2.55196, -0.52605, 1.02070], [0.78574, -2.55814, 0.88651], [-1.36616, -1.74188, -0.40225]],
  "lowdin_charge": [-0.070, -0.378, -0.088, -0.088, -0.087, -0.081, 0.077, 0.078, 0.081, 0.148, 0.109, 0.096, 0.096, 0.107]
}

Tell me which of them is the least stable. Sure, it is (a).

(a)
{
  "formula": "C6H8",
  "method": "ωB97M-V with the def2-TZVPD basis set",
  "smiles": "C=C1CC=C1C",
  "orbital_gap_ev": 10.34,
  "species": ["C", "C", "C", "C", "C", "C", "H", "H", "H", "H", "H", "H", "H", "H"],
  "coordinates": [[0.73788, 2.12543, -0.03945], [0.52971, 0.83602, -0.12913], [1.60426, -0.15148, -0.49426], [0.65079, -1.28507, -0.37225], [-0.39334, -0.67734, 0.20701], [-1.86315, -0.83705, 0.45475], [1.64389, 2.46952, -0.38412], [-0.00045, 2.79653, 0.22961], [2.46495, -0.13451, 0.16212], [2.11838, -0.14891, -1.40586], [0.78883, -2.42785, -0.52973], [-2.03902, -0.23588, 1.38026], [-2.07158, -1.97127, 0.76135], [-2.56309, -0.50818, -0.28881]],
  "lowdin_charge": [0.034, -0.156, -0.212, -0.088, -0.147, -0.087, 0.040, 0.030, 0.110, 0.088, 0.134, 0.077, 0.117, 0.058]
}

(b)
{
  "formula": "C6H8",
  "method": "ωB97M-V with the def2-TZVPD basis set",
  "smiles": "C=C=CCC=C",
  "orbital_gap_ev": 10.16,
  "species": ["C", "C", "C", "C", "C", "C", "H", "H", "H", "H", "H", "H", "H", "H"],
  "coordinates": [[0.22397, -0.39130, 1.79369], [0.40418, 0.88619, 1.52076], [0.43552, 1.71854, 0.50956], [0.15132, 0.89887, -0.77293], [-0.65062, -0.33498, -0.52155], [-0.33578, -1.45743, -1.15716], [1.02997, -1.09974, 1.62422], [-0.70650, -0.79738, 2.17289], [0.70467, 2.77433, 0.47381], [1.11128, 0.60589, -1.22466], [-0.42843, 1.40971, -1.55351], [-1.63025, -0.19878, -0.06166], [-1.09093, -2.18443, -1.41157], [0.67932, -1.62810, -1.50916]],
  "lowdin_charge": [-0.026, -0.115, -0.092, -0.207, -0.266, 0.000, 0.080, 0.073, 0.091, 0.114, 0.114, 0.119, 0.052, 0.063]
}

Tell me which of them is the least stable. Sure, it is (a).

(a)
{
  "formula": "C6H8",
  "method": "ωB97M-V with the def2-TZVPD basis set",
  "smiles": "C1=CC1.C=C=C",
  "orbital_gap_ev": 10.41,
  "species": ["C", "C", "C", "H", "H", "H", "H", "C", "C", "C", "H", "H", "H", "H"],
  "coordinates": [[-0.66280, 1.19788, -0.36397], [-1.14380, 0.47309, -1.32289], [-1.75859, 0.26534, 0.01125], [-0.16707, 2.11222, -0.13694], [-1.29630, 0.38478, -2.38156], [-2.74430, 0.67202, 0.21386], [-1.53203, -0.64069, 0.56356], [1.18702, -1.57943, -0.39045], [1.47350, -0.76081, 0.57379], [1.49289, 0.27398, 1.36600], [1.53103, -2.59360, -0.51325], [0.48840, -1.16195, -1.12737], [0.84476, 0.35973, 2.22976], [2.28731, 0.99746, 1.27820]],
  "lowdin_charge": [-0.098, -0.093, -0.163, 0.094, 0.096, 0.075, 0.071, 0.002, -0.191, -0.024, 0.055, 0.045, 0.070, 0.061]
}

(b)
{
  "formula": "C6H8",
  "method": "ωB97M-V with the def2-TZVPD basis set",
  "smiles": "C1[C@H]2[C@@H]1[C@H]1C[C@@H]21",
  "orbital_gap_ev": 9.88,
  "species": ["C", "C", "C", "C", "C", "C", "H", "H", "H", "H", "H", "H", "H", "H"],
  "coordinates": [[-1.23117, 0.85625, 0.06565], [-0.15184, 0.65804, -0.96074], [-0.97613, -0.51986, -0.50832], [0.33952, -1.15880, 0.12984], [0.97419, -0.20623, 1.12258], [1.12304, 0.03638, -0.35078], [-0.95668, 1.00291, 1.09702], [-2.09935, 1.46606, -0.16894], [-0.14436, 1.15250, -1.92822], [-1.73449, -1.06677, -1.07389], [0.61526, -2.21467, 0.07795], [1.84563, -0.44423, 1.72635], [0.30358, 0.41700, 1.69044], [2.07837, 0.06150, -0.86751]],
  "lowdin_charge": [-0.094, -0.188, -0.152, -0.150, -0.093, -0.188, 0.071, 0.106, 0.129, 0.126, 0.126, 0.106, 0.071, 0.129]
}

(c)
{
  "formula": "C6H8",
  "method": "ωB97M-V with the def2-TZVPD basis set",
  "smiles": "CC#CC1CC1",
  "orbital_gap_ev": 9.97,
  "species": ["C", "C", "C", "C", "C", "C", "H", "H", "H", "H", "H", "H", "H", "H"],
  "coordinates": [[-2.04622, 1.83208, 0.38540], [-1.43132, 0.52280, 0.61584], [-0.54008, -0.28831, 0.67599], [0.79860, -0.83243, 0.58862], [1.31203, -1.80143, -0.45094], [1.49702, -0.33428, -0.66053], [-1.79597, 2.50588, 1.21157], [-3.12822, 1.81888, 0.25609], [-1.58112, 2.25839, -0.51261], [1.36081, -0.82792, 1.51990], [2.20244, -2.34738, -0.14846], [0.64171, -2.36276, -1.09402], [2.47179, 0.13250, -0.59013], [0.82561, 0.15169, -1.36221]],
  "lowdin_charge": [-0.111, -0.087, -0.023, -0.295, -0.117, -0.126, 0.078, 0.065, 0.079, 0.133, 0.099, 0.103, 0.099, 0.104]
}

Tell me which of them is the least stable. Sure, it is (a).

(a)
{
  "formula": "C6H8",
  "method": "ωB97M-V with the def2-TZVPD basis set",
  "orbital_gap_ev": 7.76,
  "species": ["C", "C", "C", "C", "C", "C", "H", "H", "H", "H", "H", "H", "H", "H"],
  "coordinates": [[1.54615, -0.03300, -0.63409], [0.20173, 0.56429, -0.19580], [-1.02443, -0.10703, -0.85105], [-1.83114, -0.84478, 0.18132], [-1.14286, -0.52492, 1.42572], [-0.06262, 0.26943, 1.24623], [2.36300, 0.29180, 0.01977], [1.79302, 0.26437, -1.65794], [0.22405, 1.65083, -0.36325], [-0.76037, -0.79048, -1.66969], [-1.70634, 0.62311, -1.31288], [1.49891, -1.12739, -0.59720], [-1.46824, -0.88836, 2.39778], [0.58732, 0.64576, 2.03730]],
  "lowdin_charge": [-0.071, -0.375, -0.237, 0.039, -0.138, -0.030, 0.075, 0.079, 0.142, 0.112, 0.117, 0.087, 0.082, 0.117]
}

(b)
{
  "formula": "C6H8",
  "method": "ωB97M-V with the def2-TZVPD basis set",
  "orbital_gap_ev": 8.28,
  "species": ["C", "C", "C", "C", "C", "C", "H", "H", "H", "H", "H", "H", "H", "H"],
  "coordinates": [[-1.39883, -1.06001, -0.05945], [-0.45292, -0.17522, -0.32133], [2.06120, -0.44838, 0.52086], [2.13788, 0.26367, -0.76726], [0.98353, -0.64572, -0.47742], [-0.65832, 1.32752, -0.46676], [-2.38470, -0.70570, -0.07322], [2.63416, -1.40620, 0.67356], [2.08087, 0.28596, 1.45064], [-1.16109, -2.05622, 0.01722], [1.10627, -1.61496, -0.92537], [-1.54147, 1.67098, -0.01892], [-0.79005, 1.65602, -1.53010], [0.16012, 1.84337, -0.08195]],
  "lowdin_charge": [0.057, -0.306, -0.201, 0.146, -0.348, -0.048, 0.052, 0.121, 0.151, 0.039, 0.134, 0.055, 0.106, 0.042]
}

Tell me which of them is the least stable. Sure, it is (b).

(a)
{
  "formula": "C6H8",
  "method": "ωB97M-V with the def2-TZVPD basis set",
  "orbital_gap_ev": [7.82, 7.82],
  "species": ["C", "C", "C", "C", "C", "C", "H", "H", "H", "H", "H", "H", "H", "H"],
  "coordinates": [[-1.09893, 0.76025, 0.57030], [-0.36261, 0.24985, -0.70880], [1.07226, 0.71394, -0.34641], [1.27730, -0.14524, 0.89038], [0.69666, -1.41970, 0.44954], [-0.19181, -1.23125, -0.55269], [-1.99953, 0.19726, 0.82453], [-1.29388, 1.83366, 0.53759], [-0.81842, 0.58120, -1.65290], [1.13914, 1.79908, -0.20595], [1.82752, 0.39500, -1.07476], [-0.38642, 0.61167, 1.41320], [0.88636, -2.35655, 0.96164], [-0.74762, -1.98915, -1.10566]],
  "lowdin_charge": [-0.064, -0.332, -0.223, 0.027, -0.151, -0.038, 0.085, 0.083, 0.131, 0.103, 0.119, 0.060, 0.088, 0.112]
}

(b)
{
  "formula": "C6H8",
  "method": "ωB97M-V with the def2-TZVPD basis set",
  "orbital_gap_ev": 7.77,
  "species": ["C", "C", "C", "C", "C", "C", "H", "H", "H", "H", "H", "H", "H", "H"],
  "coordinates": [[1.64131, 0.26529, 0.02115], [0.27824, -0.17886, -0.52696], [-0.43436, -1.21310, 0.37047], [-1.65232, -0.60371, 1.00410], [-1.74989, 0.69091, 0.34048], [-0.71700, 0.93787, -0.49808], [2.06193, 1.09152, -0.56237], [2.35482, -0.56459, -0.00359], [0.41520, -0.53383, -1.55879], [0.22054, -1.66694, 1.12558], [-0.81973, -2.06493, -0.21286], [1.54115, 0.59856, 1.06054], [-2.56042, 1.39305, 0.52245], [-0.57948, 1.84878, -1.08210]],
  "lowdin_charge": [-0.071, -0.375, -0.237, 0.038, -0.139, -0.029, 0.076, 0.079, 0.141, 0.110, 0.120, 0.088, 0.082, 0.117]
}

Tell me which of them is the least stable. Sure, it is (a).